*A*
{"formula": "C5H15O3", "method": "the ωB97M-V functional and the def2-TZVPD basis", "elements": ["C", "O", "C", "C", "C", "C", "H", "H", "H", "H", "H", "H", "H", "H", "H", "H", "H", "H", "H", "O", "H", "H", "O"], "coordinates": [[-0.559, 0.501, 0.736], [-1.830, 0.513, 1.246], [-0.543, 0.263, -0.795], [0.841, 0.159, -1.465], [1.398, -1.255, -1.714], [2.035, -1.850, -0.452], [-0.097, 1.505, 0.884], [0.090, -0.279, 1.163], [-1.123, 1.035, -1.302], [-1.111, -0.657, -0.934], [1.563, 0.754, -0.893], [0.795, 0.664, -2.420], [2.179, -1.146, -2.473], [0.642, -1.878, -2.184], [3.069, -1.507, -0.329], [2.137, -2.927, -0.487], [1.443, -1.564, 0.410], [-2.780, 1.449, 0.588], [-2.513, 2.826, -0.108], [-3.265, 2.292, 0.178], [-0.162, 0.813, 3.367], [-1.410, 0.005, 3.134], [-0.800, 0.282, 3.850]], "gap_ev": 7.432, "homo_energy_ev": -3.802, "charge": -1, "e_lumo_ha": 0.133}

***

*B*
{"formula": "C5H15O3", "method": "the ωB97M-V functional and the def2-TZVPD basis", "elements": ["C", "O", "C", "C", "C", "C", "H", "H", "H", "H", "H", "H", "H", "H", "H", "H", "H", "H", "H", "O", "H", "H", "O"], "coordinates": [[1.544, -0.309, 0.217], [1.344, 0.809, 0.988], [0.194, -0.903, -0.324], [-0.321, -0.177, -1.594], [-0.977, 1.156, -1.172], [-1.183, -1.093, -2.442], [2.175, -0.088, -0.659], [1.960, -1.133, 0.833], [-0.443, -0.870, 0.563], [0.319, -1.960, -0.608], [0.596, 0.085, -2.136], [-0.760, 1.938, -1.913], [-2.061, 1.023, -1.285], [-0.640, 1.496, -0.200], [-2.132, -1.322, -1.950], [-0.644, -2.034, -2.573], [-1.402, -0.671, -3.429], [-1.525, 1.254, 3.557], [-0.837, 0.610, 2.385], [-1.620, 0.514, 2.953], [1.589, 0.618, 2.253], [2.877, 0.641, 3.217], [1.949, 0.416, 3.319]], "gap_ev": 7.595, "homo_energy_ev": -3.853, "charge": -1, "e_lumo_ha": 0.138}

***

*C*
{"formula": "C5H15O3", "method": "the ωB97M-V functional and the def2-TZVPD basis", "elements": ["C", "O", "C", "C", "C", "C", "H", "H", "H", "H", "H", "H", "H", "H", "H", "H", "H", "H", "H", "O", "H", "H", "O"], "coordinates": [[0.389, 1.766, -0.344], [0.867, 1.799, 0.955], [0.543, 0.424, -1.149], [-0.726, -0.449, -0.952], [-0.435, -1.953, -0.415], [-1.418, -0.725, -2.338], [-0.664, 1.983, -0.465], [1.106, 2.670, -0.789], [1.307, -0.255, -0.774], [0.620, 0.479, -2.252], [-1.489, -0.007, -0.289], [-1.167, -2.581, -0.857], [0.505, -2.192, -0.714], [-0.533, -1.906, 0.659], [-0.746, -0.958, -3.075], [-1.870, 0.117, -2.763], [-2.200, -1.594, -2.064], [1.908, -0.079, 1.340], [0.679, -0.671, 1.809], [1.605, -0.949, 1.733], [0.174, 1.048, 1.580], [-1.535, 0.464, 1.903], [-0.749, 0.288, 2.055]], "gap_ev": 8.207, "homo_energy_ev": -4.452, "charge": -1, "e_lumo_ha": 0.138}

***

Energetically preferred structure: *A* | next structure: +3.7 kcal/mol

***

*A*
{"formula": "C15H30BCl2F4N3S5SeW", "method": "the ωB97M-V functional and the def2-TZVPD basis", "elements": ["W", "C", "C", "S", "C", "C", "S", "C", "C", "S", "C", "C", "S", "H", "H", "H", "H", "H", "H", "H", "H", "H", "H", "H", "H", "H", "H", "H", "H", "Se", "C", "N", "F", "B", "F", "F", "F", "Cl", "C", "Cl", "H", "H", "C", "N", "C", "C", "S", "N", "C", "C", "H", "H", "H", "H", "H", "H", "H", "H", "H", "H", "H", "H"], "coordinates": [[-1.323, 0.161, -0.629], [-1.396, 3.301, -2.125], [-1.623, 2.427, -3.336], [-2.205, 0.763, -2.919], [-4.001, 0.929, -2.809], [-4.477, 1.505, -1.495], [-3.712, 0.541, -0.166], [-3.931, 1.635, 1.255], [-2.998, 1.138, 2.333], [-1.308, 0.938, 1.726], [-0.594, 2.605, 1.810], [-0.804, 3.426, 0.561], [-0.414, 2.401, -0.886], [-2.336, 3.601, -1.661], [-0.839, 4.200, -2.393], [-0.706, 2.260, -3.898], [-2.354, 2.880, -4.006], [-4.383, -0.082, -2.956], [-4.340, 1.528, -3.655], [-5.558, 1.407, -1.390], [-4.209, 2.555, -1.380], [-4.974, 1.576, 1.566], [-3.706, 2.660, 0.957], [-3.281, 0.148, 2.695], [-2.969, 1.808, 3.192], [0.468, 2.446, 2.002], [-1.018, 3.098, 2.685], [-0.131, 4.285, 0.548], [-1.827, 3.792, 0.470], [0.229, -1.584, 0.685], [-0.972, -2.092, 2.003], [-1.785, -2.346, 2.779], [1.808, -1.518, -2.784], [0.866, -0.582, -2.564], [1.058, 0.071, -1.283], [0.727, 0.363, -3.533], [-0.441, -1.189, -2.290], [-0.501, -4.188, -1.614], [-2.178, -3.827, -1.769], [-2.745, -2.278, -0.933], [-2.783, -4.575, -1.267], [-2.445, -3.680, -2.809], [2.778, -2.600, 3.520], [3.675, -2.144, 2.453], [5.029, -2.703, 2.537], [3.378, -1.111, 1.670], [2.094, -0.026, 2.151], [4.042, -0.914, 0.532], [4.542, -2.019, -0.295], [4.172, 0.402, -0.090], [3.046, -3.629, 3.751], [1.744, -2.573, 3.189], [2.894, -1.984, 4.411], [5.305, -2.727, 3.591], [5.731, -2.069, 2.006], [5.067, -3.715, 2.138], [4.142, -2.961, 0.069], [5.631, -2.057, -0.306], [4.178, -1.850, -1.308], [4.005, 1.184, 0.646], [3.467, 0.508, -0.911], [5.190, 0.481, -0.469]], "multiplicity": 3, "gap_ev": [7.288, 6.627], "homo_energy_ev": [-13.099, -14.067], "charge": 2, "e_lumo_ha": [-0.214, -0.273]}

***

*B*
{"formula": "C15H30BCl2F4N3S5SeW", "method": "the ωB97M-V functional and the def2-TZVPD basis", "elements": ["W", "C", "C", "S", "C", "C", "S", "C", "C", "S", "C", "C", "S", "H", "H", "H", "H", "H", "H", "H", "H", "H", "H", "H", "H", "H", "H", "H", "H", "Se", "C", "N", "F", "B", "F", "F", "F", "Cl", "C", "Cl", "H", "H", "C", "N", "C", "C", "S", "N", "C", "C", "H", "H", "H", "H", "H", "H", "H", "H", "H", "H", "H", "H"], "coordinates": [[-0.511, -0.382, -0.140], [0.078, -1.277, 4.287], [-1.342, -1.193, 3.735], [-1.779, -0.253, 2.181], [-3.177, -1.334, 1.703], [-2.742, -2.746, 1.292], [-1.013, -2.600, 0.768], [-0.464, -3.991, -0.260], [0.549, -3.410, -1.242], [1.395, -1.920, -0.598], [2.096, -2.561, 0.999], [1.774, -1.707, 2.225], [1.101, -2.636, 3.633], [-0.025, -1.500, 5.350], [0.628, -0.342, 4.218], [-1.982, -0.671, 4.448], [-1.728, -2.200, 3.593], [-3.665, -0.821, 0.878], [-3.861, -1.355, 2.550], [-3.346, -3.130, 0.477], [-2.755, -3.457, 2.117], [-1.302, -4.450, -0.779], [-0.022, -4.703, 0.434], [0.062, -3.061, -2.154], [1.317, -4.137, -1.505], [3.168, -2.599, 0.812], [1.741, -3.584, 1.114], [1.001, -0.979, 2.007], [2.650, -1.154, 2.556], [-2.267, -0.884, -1.947], [-2.839, -2.617, -1.844], [-3.231, -3.700, -1.833], [0.715, 1.357, 2.569], [1.150, 1.683, 1.333], [-0.129, 1.587, 0.411], [1.668, 2.896, 1.159], [1.893, 0.629, 0.737], [-5.437, 0.697, -0.673], [-4.635, 2.190, -0.197], [-2.876, 2.012, -0.005], [-5.037, 2.506, 0.758], [-4.810, 2.932, -0.968], [3.332, 0.522, -2.110], [2.640, 1.787, -1.877], [3.503, 2.815, -1.291], [1.351, 1.973, -2.140], [0.226, 0.601, -2.303], [0.887, 3.179, -2.435], [1.718, 4.217, -3.056], [-0.524, 3.548, -2.364], [4.251, 0.733, -2.658], [2.724, -0.151, -2.701], [3.594, 0.054, -1.161], [4.073, 2.340, -0.493], [2.911, 3.610, -0.851], [4.204, 3.219, -2.020], [2.607, 3.783, -3.504], [2.000, 4.992, -2.345], [1.129, 4.675, -3.849], [-1.092, 2.827, -1.794], [-0.944, 3.620, -3.369], [-0.601, 4.521, -1.880]], "multiplicity": 3, "gap_ev": [6.719, 6.710], "homo_energy_ev": [-14.104, -14.253], "charge": 2, "e_lumo_ha": [-0.271, -0.277]}

***

Energetically preferred structure: *A* | next structure: +16.8 kcal/mol

***

*A*
{"formula": "C9H14N2", "method": "the ωB97M-V functional and the def2-TZVPD basis", "elements": ["C", "C", "C", "C", "C", "C", "C", "C", "C", "N", "N", "H", "H", "H", "H", "H", "H", "H", "H", "H", "H", "H", "H", "H", "H"], "coordinates": [[-1.854, -1.142, -1.707], [-1.931, -2.967, -0.766], [-0.553, -1.429, -1.331], [1.683, -0.757, -2.197], [0.680, -0.771, -1.361], [1.240, 1.765, 0.513], [-1.296, 1.418, 0.434], [0.072, -0.242, 1.636], [0.101, 0.878, 0.699], [-2.706, -2.228, -1.477], [-0.597, -2.573, -0.619], [-2.149, -0.298, -2.309], [-2.290, -3.842, -0.286], [2.507, -0.173, -1.903], [1.753, -1.371, -3.126], [1.719, 1.781, -0.438], [0.988, 2.844, 0.838], [2.079, 1.359, 1.024], [-1.946, 1.380, 1.358], [-1.756, 0.754, -0.356], [-1.249, 2.443, -0.070], [-0.496, -1.005, 1.165], [-0.184, 0.105, 2.767], [1.026, -0.708, 1.703], [0.243, -3.050, -0.234]], "gap_ev": [6.842, 7.966], "homo_energy_ev": [-7.069, -7.385], "charge": 0, "e_lumo_ha": [-0.008, 0.021]}

***

*B*
{"formula": "C9H14N2", "method": "the ωB97M-V functional and the def2-TZVPD basis", "elements": ["N", "C", "C", "C", "C", "C", "C", "C", "H", "H", "H", "H", "H", "H", "H", "H", "H", "C", "N", "C", "H", "H", "H", "H", "H"], "coordinates": [[1.090, -2.858, -1.314], [0.275, -2.072, -1.091], [-0.640, -0.974, -0.821], [-1.488, -0.557, -1.742], [-2.673, 0.247, -1.334], [-2.369, 1.078, -0.118], [-1.916, 0.202, 1.017], [-0.613, -0.588, 0.689], [-1.610, -1.093, -2.642], [-3.427, -0.440, -0.970], [-2.900, 0.836, -2.121], [-1.661, 1.907, -0.306], [-3.205, 1.626, 0.114], [-1.724, 0.897, 1.809], [-2.636, -0.626, 1.266], [0.286, 0.007, 0.866], [-0.703, -1.587, 1.105], [3.071, 0.209, -0.594], [2.600, 0.274, 0.569], [3.357, 0.651, 1.697], [4.154, 0.565, -0.725], [2.299, 0.048, -1.439], [3.445, -0.186, 2.344], [4.385, 1.090, 1.563], [2.603, 1.346, 2.178]], "gap_ev": 10.126, "smiles": "N#CC1=CCCCC1.C=NC", "homo_energy_ev": -9.403, "charge": 0, "e_lumo_ha": 0.027}

***

Energetically preferred structure: *B* | next structure: +53.5 kcal/mol